Formula: C40H88N3O16P2
Source: the OMol25 dataset
Level of theory: the ωB97M-V functional and the def2-TZVPD basis

Values from the calculation:
Charge: +1
Electronic energy (eV): -98688.6841

XYZ file:
```
149
Properties=species:S:1:pos:R:3:forces:R:3
C 2.14236 5.99490 4.29580 0.22 -0.48 0.65
C 3.13378 4.77524 4.76237 1.71 0.96 0.56
N 2.43659 3.48273 5.12058 -1.25 -0.88 -3.20
C 1.75076 2.85321 3.88923 -0.67 -1.49 -2.26
C 2.24340 3.08888 2.35625 -2.46 -1.95 -0.08
C 1.49299 2.34333 1.08311 -1.81 0.81 5.32
P 1.95562 2.53764 -0.75874 0.83 0.47 0.40
C 3.24129 4.00117 -0.76853 0.08 0.87 -0.24
C 0.50320 3.20192 -1.81542 -1.44 0.97 -0.10
C -0.89018 3.45861 -0.99136 -1.00 -1.01 -0.79
C 0.21547 1.39702 1.60515 3.36 2.54 0.40
O -0.53034 0.66248 0.56397 2.40 0.84 3.75
N -0.03116 1.40259 3.07984 -0.88 -1.05 -3.73
C -1.25747 0.55329 3.49838 -1.28 -0.17 2.03
C -2.06180 1.24501 4.79212 -0.36 -0.33 0.04
C -2.54723 2.78413 4.51006 1.39 0.62 0.52
P -3.74766 3.00927 3.04485 -3.20 -2.57 -1.70
O -4.36450 1.67585 2.46339 2.75 3.96 1.89
O -5.12417 3.93558 3.68009 3.17 -1.49 -0.75
C -5.94951 3.05067 4.52479 -1.48 -0.18 -0.09
C -7.24639 2.54496 3.59730 1.15 -1.37 0.47
O -2.88905 3.86001 1.79123 -2.62 0.14 2.91
C -3.39181 5.22910 1.59435 0.20 2.50 -1.11
C -2.74202 6.32986 2.67200 0.29 0.47 -0.81
N 0.57776 1.98466 4.13717 3.76 2.63 -2.40
H 1.55216 6.34465 5.24479 1.00 -0.73 -1.89
H 1.38591 5.60204 3.49410 1.47 1.02 1.36
H 2.78328 6.92211 3.93229 -1.39 -2.15 0.54
H 3.67792 5.14515 5.75791 -1.22 -0.95 -2.15
H 4.02333 4.55532 4.00157 -1.91 0.71 1.36
H 3.08102 2.78491 5.56684 -0.93 0.88 -0.69
H 3.15703 3.80590 2.14738 -2.17 -1.72 0.47
H 4.34866 3.62293 -0.79305 -2.25 0.55 0.19
H 3.07777 4.75357 0.11353 0.33 -1.37 -1.68
H 3.05309 4.58506 -1.77663 0.36 -1.23 2.05
H 0.82303 4.22968 -2.28397 -0.32 -2.09 0.90
H 0.29394 2.44158 -2.69271 0.62 1.52 1.87
H -0.75728 3.71780 0.14228 -0.20 -0.27 -2.31
H -1.54235 4.26536 -1.56746 1.49 -1.57 1.42
H -1.52070 2.44777 -1.06129 1.34 2.29 0.39
H -0.09349 -0.23824 0.52911 -0.67 1.06 0.04
H -0.84762 -0.47522 3.89490 -0.85 1.96 -1.13
H -2.06149 0.46811 2.65454 1.94 0.13 1.26
H -3.03119 0.59953 4.97339 1.99 1.13 -0.62
H -1.43364 1.16196 5.79981 -1.23 0.46 -2.41
H -1.60079 3.47238 4.28138 -2.03 -1.47 0.48
H -3.04249 3.23465 5.47167 0.80 -0.93 -1.89
H -5.28187 2.16383 4.89610 -1.58 1.50 -0.56
H -6.34795 3.68543 5.44242 1.10 -1.23 -1.97
H -7.31519 3.13521 2.58576 0.12 -0.92 2.27
H -8.22686 2.56790 4.23616 1.87 0.05 -1.40
H -6.98536 1.41414 3.31652 -0.84 2.48 0.53
H -2.99416 5.57790 0.52655 -0.86 -1.08 2.28
H -4.57111 5.30940 1.52774 2.51 -0.50 0.47
H -1.90009 6.94193 2.09053 -1.74 -1.42 1.32
H -2.21359 5.80929 3.58545 -1.33 1.02 -1.72
H -3.53857 7.14697 3.00110 1.64 -2.05 -0.50
C -9.56181 -1.00487 0.99999 -0.61 0.13 -0.64
O -9.71266 -2.12590 1.84342 0.78 0.46 0.23
C -8.57739 -2.39958 2.65814 -0.58 -0.73 0.25
C -8.82086 -2.27771 4.17382 0.34 -0.01 0.01
O -9.30251 -1.04768 4.69945 -0.37 0.02 -0.26
C -10.55634 -0.55568 4.21093 -0.07 0.12 0.13
C -11.82687 -1.42302 4.37892 0.61 0.21 -0.46
O -11.73703 -2.70143 3.76790 0.05 0.05 0.90
C -11.80256 -3.79088 4.67638 -0.27 -0.28 -0.36
H -9.48816 -1.33449 -0.05038 0.15 0.11 0.27
H -10.47010 -0.38239 1.06331 0.24 -0.16 0.03
H -8.70131 -0.36727 1.24045 -0.07 -0.21 0.08
H -7.71204 -1.81782 2.36232 0.11 0.42 -0.11
H -8.31423 -3.45319 2.46028 0.07 0.19 0.26
H -7.84453 -2.42805 4.65328 -0.03 0.17 -0.13
H -9.42467 -3.09181 4.54663 -0.36 -0.25 -0.18
H -10.43573 -0.22592 3.18455 -0.12 -0.24 -0.25
H -10.73658 0.37232 4.76758 0.04 -0.20 0.16
H -12.63165 -0.89473 3.86275 -0.04 0.24 0.08
H -12.10025 -1.48199 5.43561 0.08 -0.20 0.02
H -11.67452 -3.49726 5.72515 -0.02 0.07 -0.19
H -11.02282 -4.51195 4.42348 0.06 0.02 -0.01
H -12.76309 -4.30825 4.55438 0.08 0.12 0.17
C 2.84990 -0.62084 -2.51742 -0.66 0.36 -0.01
O 4.05185 0.01143 -2.90006 -0.05 -0.77 0.28
C 5.21857 -0.77665 -2.68746 0.52 0.72 -0.32
C 5.99011 -1.15314 -3.96590 0.11 -0.27 0.16
O 5.31316 -1.85655 -4.99945 -0.31 0.38 -0.02
C 4.15893 -1.24088 -5.58385 0.00 -0.11 -0.22
C 4.30137 0.14201 -6.26360 -0.18 -0.48 0.62
O 4.79239 1.15927 -5.40346 0.55 -0.25 -0.56
C 6.05025 1.69468 -5.78772 -0.15 0.47 0.15
H 2.43610 -0.12659 -1.62197 0.18 -0.26 -0.13
H 2.10182 -0.48473 -3.31637 0.21 -0.06 0.15
H 2.94335 -1.69759 -2.32591 0.16 0.18 -0.09
H 5.01335 -1.65845 -2.09157 -0.30 -0.31 0.01
H 5.89465 -0.15186 -2.07832 0.07 -0.26 -0.21
H 6.79865 -1.82478 -3.64832 -0.20 -0.05 0.03
H 6.50542 -0.30163 -4.38506 -0.09 0.47 -0.01
H 3.34778 -1.24562 -4.86360 -0.05 0.31 0.17
H 3.82551 -1.93809 -6.36248 0.25 0.08 -0.01
H 3.29384 0.44859 -6.55359 -0.12 -0.17 -0.16
H 4.89022 0.04759 -7.17964 0.17 0.08 0.11
H 6.57102 1.09500 -6.54383 -0.17 0.03 0.10
H 6.68993 1.76734 -4.90600 0.03 -0.06 0.06
H 5.91068 2.71722 -6.16206 0.07 -0.18 -0.12
C -1.69292 -5.17635 2.42504 -0.31 -0.53 0.79
O -2.00486 -3.84626 2.07233 0.70 -0.05 -0.73
C -1.19873 -3.31640 1.02499 -0.71 0.42 0.21
C -1.96259 -2.95057 -0.26113 0.12 -0.11 -0.22
O -2.72513 -3.95302 -0.92057 -0.07 0.11 0.45
C -3.77791 -4.58680 -0.18384 -0.24 -0.14 -0.09
C -4.92742 -3.72304 0.38826 0.69 -0.38 0.09
O -4.49544 -2.70562 1.27933 -0.23 0.23 -0.78
C -4.75370 -1.38391 0.82886 -0.13 0.15 0.49
H -1.22592 -5.19842 3.42442 0.02 -0.01 -0.34
H -2.62829 -5.75450 2.51056 0.26 0.20 -0.08
H -1.04220 -5.69588 1.70988 -0.10 0.25 0.04
H -0.35215 -3.95407 0.79812 0.09 -0.41 -0.05
H -0.77206 -2.37859 1.42117 0.02 0.07 -0.20
H -1.20200 -2.64605 -0.99220 0.05 -0.21 0.01
H -2.56704 -2.06572 -0.12696 -0.28 0.22 0.39
H -3.34612 -5.22567 0.57915 0.00 0.15 0.31
H -4.23780 -5.29033 -0.88888 0.04 0.26 -0.08
H -5.55592 -4.39587 0.97605 -0.08 -0.21 -0.14
H -5.54113 -3.33256 -0.42763 0.09 0.19 0.02
H -5.02826 -1.32636 -0.23125 0.03 -0.13 0.14
H -3.86208 -0.77401 0.98677 0.02 0.06 0.01
H -5.55151 -0.94145 1.43951 0.06 0.01 -0.21
C 13.08137 -4.43554 -5.70027 0.12 -0.56 0.70
O 12.62396 -3.11337 -5.51731 0.14 -0.12 -0.87
C 12.74826 -2.28845 -6.67125 -0.32 0.64 0.61
C 11.41630 -1.77766 -7.25125 0.22 0.04 -0.30
O 10.42430 -2.72007 -7.63734 -0.08 -0.18 0.48
C 9.92648 -3.61650 -6.63664 -0.14 -0.07 -0.10
C 9.25275 -3.03741 -5.36957 0.62 -0.32 -0.43
O 10.08766 -2.16856 -4.61871 -0.68 0.53 -0.37
C 9.62382 -0.82838 -4.54596 0.28 -0.08 0.43
H 14.00802 -4.59386 -5.12268 -0.15 0.06 -0.29
H 12.33686 -5.13452 -5.28363 0.16 0.20 -0.14
H 13.25504 -4.71597 -6.74717 -0.06 0.22 0.14
H 13.34775 -2.75474 -7.44453 0.02 -0.38 -0.18
H 13.31613 -1.40016 -6.34417 -0.21 -0.05 -0.26
H 11.67101 -1.23992 -8.17411 0.03 -0.22 0.03
H 10.97163 -1.02175 -6.62103 -0.02 0.09 0.48
H 10.70039 -4.33227 -6.38076 0.17 0.08 0.32
H 9.16537 -4.22050 -7.14601 -0.04 0.26 -0.01
H 9.03543 -3.88792 -4.71950 -0.14 -0.19 -0.10
H 8.29768 -2.57601 -5.63370 0.05 0.20 0.00
H 8.82780 -0.59888 -5.26443 0.10 -0.14 0.05
H 10.46046 -0.15212 -4.73198 0.04 0.00 -0.04
H 9.27036 -0.62117 -3.52747 -0.13 0.01 -0.13
```
Positions in Å, forces in eV/Å.

Atom charges from the Mulliken analysis, given in e for atoms 1 to 99:
1. C -0.751
2. C -0.382
3. N -0.331
4. C -0.014
5. C -0.065
6. C -0.158
7. P 0.563
8. C -1.145
9. C -0.663
10. C -0.471
11. C 0.166
12. O -0.215
13. N 0.999
14. C -0.495
15. C -0.599
16. C -0.471
17. P 0.438
18. O -0.462
19. O -0.430
20. C -0.275
21. C -0.571
22. O -0.005
23. C -0.419
24. C -0.720
25. N -0.845
26. H 0.294
27. H 0.179
28. H 0.313
29. H 0.351
30. H 0.250
31. H 0.331
32. H 0.034
33. H 0.275
34. H 0.361
35. H 0.355
36. H 0.413
37. H 0.330
38. H -0.028
39. H 0.399
40. H 0.086
41. H 0.302
42. H 0.327
43. H 0.091
44. H 0.329
45. H 0.382
46. H 0.134
47. H 0.408
48. H 0.178
49. H 0.303
50. H 0.249
51. H 0.300
52. H 0.006
53. H 0.260
54. H 0.384
55. H 0.284
56. H 0.155
57. H 0.243
58. C -0.745
59. O -0.317
60. C 0.512
61. C -0.465
62. O -0.501
63. C -0.133
64. C -0.575
65. O -0.290
66. C -0.821
67. H 0.241
68. H 0.298
69. H 0.259
70. H -0.363
71. H 0.263
72. H 0.467
73. H 0.113
74. H 0.009
75. H 0.464
76. H 0.351
77. H 0.382
78. H 0.390
79. H 0.250
80. H 0.239
81. C -0.596
82. O -0.116
83. C -0.912
84. C 0.466
85. O -0.510
86. C -0.179
87. C -0.512
88. O -0.266
89. C -0.843
90. H -0.158
91. H 0.267
92. H 0.434
93. H 0.481
94. H 0.302
95. H 0.445
96. H -0.397
97. H -0.020
98. H 0.464
99. H 0.387